1.
The following is a quantum chemistry calculation of C19H23BNO5PtS as an isolated structure, from the Open Molecules 2025 dataset.

For the HOMO-LUMO gap, the calculation gives 6.71 eV. As for the LUMO energy: 2.54 eV. The highest occupied orbital energy is -4.17 eV. As for the total energy: -1711.34086 hartree. As for the energy relative to the best compared isomer or geometry (same formula, charge and spin): 0.709 eV.

```
! wB97M-V def2-TZVPD RIJCOSX def2/J DEFGRID3
* xyz -1 1
Pt 0.1748 0.6215 0.9538
S -0.3782 1.6458 -0.9371
O -4.1896 0.0938 1.0475
O -2.1798 0.6508 1.8414
O 3.2572 0.2083 1.1223
O -1.1850 -1.7104 -0.2052
O 0.3338 -2.3486 1.3810
N 0.8607 0.0011 2.8453
C 0.7039 -4.1422 -0.1514
C -2.0626 -3.8098 -0.9812
C 2.2826 -1.0241 4.4395
C -1.5790 -3.0245 0.2228
C -0.4747 -4.5224 2.0202
C 0.1063 -0.3208 5.0889
C -3.1047 1.9082 0.0133
C -0.0862 0.1194 3.7968
C -4.4895 3.6706 -0.9591
C -2.0254 2.3257 -0.7807
C 1.3165 -0.9127 5.4174
C -3.4216 4.0759 -1.7505
C -0.2661 -3.5576 0.8683
C 3.1117 -0.7730 2.1019
C 2.0352 -0.5600 3.1502
C -3.1480 0.7666 1.0363
C -4.3183 2.5946 -0.1104
C -2.2202 3.4029 -1.6612
C -2.7083 -2.8364 1.2311
B -0.2002 -1.2840 0.6586
H -3.1284 -3.7939 1.5492
H 0.3475 -5.0974 -0.5413
H -2.2778 -4.8456 -0.7057
H -0.6909 -0.2109 5.8103
H -1.0495 -5.3921 1.6929
H -1.0056 -4.0396 2.8383
H 0.8486 -3.4519 -0.9830
H -2.3605 -2.2841 2.1055
H -1.3870 3.7076 -2.2836
H -2.9798 -3.3555 -1.3562
H 2.3542 0.4159 0.7561
H -1.3256 -3.8012 -1.7826
H 3.2451 -1.4701 4.6552
H 0.4913 -4.8699 2.3911
H -5.1429 2.2294 0.4876
H 4.0606 -0.8239 2.6420
H 1.6685 -4.3023 0.3330
H -3.5230 4.9094 -2.4363
H -1.0264 0.5436 3.4590
H 2.9269 -1.7662 1.6667
H -5.4452 4.1784 -1.0138
H -3.4881 -2.2277 0.7732
H 1.5028 -1.2795 6.4191
*
```

Results of the Mulliken charge analysis, in e, for atoms 1 through 5: 2.044, -0.691, -0.741, -0.835, -0.574


2.
The following is a quantum chemistry calculation of C19H23Cl2EuNS as an isolated structure, from the Open Molecules 2025 dataset.

For the HOMO-LUMO gap (alpha / beta), the calculation gives 4.26 / 4.25 eV. As for the LUMO energy (alpha / beta): 2.18 / 2.18 eV. The highest occupied orbital energy (alpha / beta) is -2.09 / -2.07 eV. As for the total energy: -2821.43934 hartree. As for the energy relative to the best compared isomer or geometry (same formula, charge and spin): 0.000 eV.

```
! wB97M-V def2-TZVPD RIJCOSX def2/J DEFGRID3
* xyz -1 7
Eu 0.9274 -0.6423 0.0945
Cl 0.5292 -3.0793 -0.6083
Cl 1.8622 1.7383 0.9434
S -0.9529 -0.5496 3.3963
N 0.3189 -0.5576 2.4359
C -0.2824 2.1154 3.7194
C -0.6034 -0.2268 -4.3836
C -1.8830 -0.0787 -3.5670
C -0.5278 -1.7403 4.6628
C -0.5347 3.3661 5.7744
C 0.5359 -0.7324 -3.5057
C 0.6531 -1.5736 5.3790
C 1.0579 -2.5687 6.2747
C -0.8988 -3.8893 5.6961
C -0.3848 0.6346 -1.6148
C -1.6497 0.8526 -2.3523
C 2.1824 -0.0299 -1.6678
C -0.1005 3.2933 4.4465
C -1.3339 1.0801 5.6404
C -1.2998 -2.9092 4.7854
C -0.8569 0.9978 4.3227
C 0.7869 0.3015 -2.3705
C -1.1521 2.2586 6.3699
C 0.2723 -3.7146 6.4414
H 0.3895 4.1435 3.9666
H 1.0893 -0.1846 3.0112
H -0.3297 0.7525 -4.7956
H 1.4567 -0.8070 -4.0944
H 0.3093 -1.7178 -3.0750
H 0.9824 1.2565 -2.8923
H -2.1806 -3.0245 4.1560
H -2.5350 0.8476 -1.7014
H 0.1123 2.0456 2.7044
H 1.2638 -0.6810 5.2275
H -0.2032 1.3622 -0.7819
H -1.5853 1.8828 -2.7487
H 2.6840 -0.8785 -2.1626
H 1.9907 -2.4385 6.8290
H -1.7994 0.2076 6.0972
H 2.7646 0.8936 -1.5384
H -0.3962 4.2873 6.3427
H -1.4847 2.3100 7.4092
H -0.7754 -0.8891 -5.2360
H 0.5846 -4.4820 7.1533
H -1.4997 -4.7947 5.8094
H -2.2038 -1.0682 -3.2149
H -2.6991 0.3134 -4.1890
*
```

Results of the Mulliken charge analysis, in e, for atoms 1 through 5: 0.410, -0.666, -0.671, 0.201, -0.398


3.
The following is a quantum chemistry calculation of C19H23Cl2EuNS as an isolated structure, from the Open Molecules 2025 dataset.

For the HOMO-LUMO gap (alpha / beta), the calculation gives 2.42 / 5.72 eV. As for the LUMO energy (alpha / beta): 2.39 / 1.01 eV. The highest occupied orbital energy (alpha / beta) is -0.03 / -4.71 eV. As for the total energy: -2821.26027 hartree. As for the energy relative to the best compared isomer or geometry (same formula, charge and spin): 4.873 eV.

```
! wB97M-V def2-TZVPD RIJCOSX def2/J DEFGRID3
* xyz -1 7
Eu 0.8710 -0.3682 -0.3085
Cl 2.0240 1.6666 0.9755
Cl 0.5174 -2.8806 -0.7036
S -0.9130 -0.5781 3.4117
N 0.1817 -0.5640 2.2935
C 0.4841 -0.7775 -3.4902
C -0.6951 -0.3488 -4.3626
C -0.4704 -1.7744 4.6803
C -0.1345 3.2734 4.4969
C 0.2463 -3.7497 6.5136
C 0.8405 0.4020 -2.5270
C -1.2148 2.2179 6.3887
C 0.6703 -1.6031 5.4653
C 2.3482 -0.0334 -1.6271
C -0.8168 0.9563 4.3565
C -1.3354 1.0317 5.6611
C -1.2680 -2.9230 4.8147
C -0.1991 1.0751 -1.9511
C -1.6308 0.9356 -2.3297
C -1.9164 -0.0428 -3.4994
C -0.6048 3.3381 5.8122
C 1.0323 -2.6008 6.3797
C -0.2566 2.0893 3.7667
C -0.9109 -3.9037 5.7406
H -2.2121 0.6023 -1.4522
H 1.2634 -0.6939 5.3660
H 2.9029 0.9141 -1.5760
H -0.4985 4.2597 6.3862
H -0.9355 -1.1243 -5.0973
H -2.7217 0.3633 -4.1226
H 0.0360 1.8491 -1.2004
H -2.0489 1.9236 -2.5849
H -2.1579 -3.0177 4.1919
H 0.1438 2.0298 2.7542
H -1.8061 0.1538 6.1031
H 0.5357 -4.5286 7.2208
H 0.2454 -1.6742 -2.8958
H -0.4099 0.5490 -4.9246
H 1.3666 -1.0093 -4.1000
H 1.9318 -2.4730 6.9841
H 2.8039 -0.8535 -2.1990
H 1.3634 1.1306 -3.1751
H 1.0340 -0.1867 2.7362
H -1.5957 2.2645 7.4098
H -2.2867 -0.9829 -3.0712
H -1.5351 -4.7914 5.8507
H 0.3329 4.1401 4.0276
*
```

Results of the Mulliken charge analysis, in e, for atoms 1 through 5: 0.737, -0.630, -0.634, 0.189, -0.595


4.
The following is a quantum chemistry calculation of a 2-piece molecular cluster, C19H23F4Si overall, from the Open Molecules 2025 dataset.

For the HOMO-LUMO gap, the calculation gives 5.67 eV. As for the LUMO energy: -6.76 eV. The highest occupied orbital energy is -12.43 eV. As for the total energy: -1426.43027 hartree. As for the energy relative to the best compared isomer or geometry (same formula, charge and spin): 0.780 eV.

```
! wB97M-V def2-TZVPD RIJCOSX def2/J DEFGRID3
* xyz 1 1
Si -1.1071 -0.4304 1.4396
F 3.5215 4.4715 -3.3212
F 0.7578 7.3390 1.5151
F 0.7434 0.9583 -4.8726
F -3.4333 5.2962 2.3816
C -0.4085 -1.9184 0.5027
C -2.0449 4.4545 0.6714
C -0.7263 3.5453 -1.1383
C 0.2823 3.3040 -2.0998
C 0.7696 -8.1585 1.5556
C 0.1939 -5.6796 1.4429
C 2.1522 2.7012 -4.0971
C 0.7546 -6.8976 0.7065
C 2.3928 3.7375 -3.2130
C 0.0814 5.4734 0.2449
C 1.4757 4.0348 -2.2343
C 0.0762 2.2506 -3.0132
C -2.2789 5.3541 1.6837
C -0.1555 6.3792 1.2506
C -0.8641 4.4914 -0.0960
C 0.9887 1.9584 -3.9982
C 0.1765 -4.4077 0.5937
C -1.3350 6.3252 1.9706
C -0.3842 -3.1912 1.3322
H 0.1695 -7.0762 -0.2061
H -1.5650 2.8779 -1.2253
H 1.0234 5.5549 -0.2472
H -0.8102 1.6470 -2.9462
H 0.5966 -1.6521 0.1707
H -1.0138 -2.0523 -0.3956
H 0.1969 -3.0227 2.2469
H 1.7137 4.8623 -1.6047
H -1.5179 7.0517 2.7417
H 1.1755 -9.0079 0.9998
H -0.3272 -0.1558 2.6479
H -0.4044 -4.5833 -0.3180
H 1.1901 -4.1880 0.2414
H -2.7853 3.7007 0.4783
H -2.4730 -0.6898 1.8988
H -1.1397 0.8095 0.6499
H 2.8666 2.4942 -4.8727
H -1.3967 -3.4177 1.6873
H 0.7761 -5.5067 2.3555
H -0.2370 -8.4288 1.8854
H -0.8199 -5.9027 1.7951
H 1.7728 -6.6783 0.3567
H 1.3799 -8.0274 2.4530
*
```

Results of the Mulliken charge analysis, in e, for atoms 1 through 5: 0.522, -0.269, -0.266, -0.271, -0.269


5.
The following is a quantum chemistry calculation of one molecule with the formula C19H23FN2O3S2, from the Open Molecules 2025 dataset.

For the HOMO-LUMO gap, the calculation gives 9.41 eV. As for the LUMO energy: 0.35 eV. The highest occupied orbital energy is -9.06 eV. As for the total energy: -1969.30430 hartree. As for the SMILES: O=C(NCc1ccc(F)cc1)[C@H]1CC[C@H](CNS(=O)(=O)c2cccs2)CC1. As for the energy relative to the best compared isomer or geometry (same formula, charge and spin): 0.071 eV.

```
! wB97M-V def2-TZVPD RIJCOSX def2/J DEFGRID3
* xyz 0 1
S 2.8705 2.0465 -1.0862
S 2.6138 0.3977 -3.6174
F -0.4391 0.3059 7.0735
O -3.5720 -1.9991 1.0964
O 2.4962 -0.6506 -2.6525
O 3.4413 0.2012 -4.7667
N -1.3629 -2.2528 1.4472
N 1.1113 0.7951 -4.2122
C -1.8298 -0.2767 5.2623
C 3.6669 3.5706 -1.1000
C -0.6956 -0.5020 6.0222
C -1.1221 1.3034 -1.1802
C 4.1399 3.8963 -2.3328
C 3.1748 1.8514 -2.7654
C -2.4262 -1.7635 0.7718
C -1.2164 -2.1510 3.8770
C -0.2155 0.5662 -2.1645
C -0.0838 -2.3501 4.6543
C 0.1837 -1.5292 5.7364
C -1.1812 -1.6249 -1.4375
C -2.0752 -0.8960 -0.4307
C 3.8542 2.9042 -3.2956
C -1.4190 0.4125 0.0231
C -0.8889 -0.7231 -2.6322
C -1.5044 -3.0115 2.6733
C 0.1441 1.4541 -3.3565
C -2.0836 -1.1088 4.1887
H 1.0572 -1.6755 6.3518
H -2.5419 -3.3571 2.6978
H -0.8332 -3.8740 2.6438
H -1.8185 -0.4828 -3.1535
H -0.4834 0.2025 0.5471
H -2.4950 0.5327 5.5181
H 0.5950 -3.1568 4.4193
H -0.4333 -1.9665 1.1875
H 0.7113 0.2940 -1.6530
H -2.0822 0.9325 0.7177
H -0.6401 2.2242 -0.8436
H 3.7422 4.1370 -0.1933
H -0.2315 -1.9057 -0.9788
H 4.6729 4.8038 -2.5502
H -0.7505 1.6466 -3.9551
H 1.2269 1.2248 -5.1161
H -2.0570 1.5739 -1.6759
H -2.9638 -0.9579 3.5823
H 4.1445 2.9442 -4.3291
H 0.5267 2.4229 -2.9963
H -1.6770 -2.5383 -1.7710
H -0.2245 -1.2353 -3.3280
H -3.0260 -0.6552 -0.9176
*
```

Results of the Mulliken charge analysis, in e, for atoms 1 through 5: -0.029, 1.093, -0.328, -0.688, -0.573